[1]
# C5H12AgO3

A molecular structure, C5H12AgO3 (ωB97M-V/def2-TZVPD, the Open Molecules 2025 dataset).

The spin multiplicity is 1. The net charge is +1. The calculation puts the calculated total energy at -569.98126 Ha. Its HOMO energy (alpha / beta) is -10.8592 / -10.8587 eV. The frontier orbital gap (alpha / beta) comes out at 4.96 / 4.96 eV. The LUMO energy (alpha / beta) is -0.21668 / -0.21668 Eh.

Each line ends with the natural charge from an NBO analysis.
Element x y z (Å)
C  0.7031  -2.7198  1.1640  -0.241
H  0.1514  -2.9332  0.2473  0.256
H  1.6279  -2.1679  0.9869  0.252
H  0.0841  -2.2910  1.9544  0.217
O  1.1671  -4.0714  1.6251  -0.302
C  0.9312  -4.5019  2.7547  0.393
H  0.3519  -3.9095  3.4772  0.196
H  1.3904  -5.4571  3.0310  0.221
O  -0.3432  0.1238  0.1295  -1.000
C  0.1008  0.4841  -1.1144  -0.073
C  -0.5863  1.7137  -1.6967  -0.095
O  -0.3818  2.8214  -0.8245  -0.606
C  -0.9367  4.0271  -1.2991  -0.247
Ag  -0.3393  1.9448  1.3342  0.861
H  -0.0330  -0.3115  -1.8898  0.140
H  1.1993  0.7085  -1.1341  0.124
H  -1.6726  1.5333  -1.7998  0.171
H  -0.1739  1.9521  -2.6947  0.179
H  -0.7493  4.8028  -0.5460  0.193
H  -0.4669  4.3256  -2.2507  0.184
H  -2.0240  3.9260  -1.4546  0.178

---

[2]
# C5H12AlF3NO3S

A molecular structure, C5H12AlF3NO3S (ωB97M-V/def2-TZVPD, the Open Molecules 2025 dataset).

The spin multiplicity is 1. The net charge is -1. The calculation puts the calculated total energy at -1418.47533 Ha. Its HOMO energy is -5.5329 eV. The frontier orbital gap comes out at 8.79 eV. The LUMO energy is 0.11957 Eh.

Each line ends with the natural charge from an NBO analysis.
Element x y z (Å)
C  1.0043  1.8944  2.1579  -0.626
C  0.1350  2.2594  0.9533  0.104
O  -1.0165  2.9832  1.4648  -0.754
C  -0.2968  1.0926  0.0415  -1.016
Al  0.6441  -0.6950  0.0900  1.199
C  -0.6642  -2.0974  0.6945  -0.778
N  -1.2503  -1.6727  1.9940  -0.858
S  1.3113  -1.1588  -2.1506  1.604
O  2.1006  -0.0392  -2.6737  -0.972
O  1.8570  -2.5098  -2.2965  -0.968
C  -0.1639  -1.1827  -3.3236  0.721
F  0.2072  -0.9895  -4.5929  -0.322
F  -1.0465  -0.2112  -2.9939  -0.338
F  -0.8278  -2.3547  -3.2634  -0.330
H  0.9553  2.7163  2.8881  0.206
H  0.6682  0.9732  2.6505  0.201
H  2.0547  1.7675  1.8581  0.215
H  0.6991  2.9792  0.3383  0.153
H  -1.7958  2.6020  1.0506  0.464
H  -0.2362  1.4372  -1.0051  0.234
H  -1.3687  0.8870  0.2100  0.201
H  2.0074  -0.7933  0.9073  -0.386
H  -1.4573  -2.2789  -0.0484  0.177
H  -0.1509  -3.0629  0.8353  0.189
H  -2.2418  -1.8638  2.0463  0.341
H  -1.1279  -0.6822  2.1675  0.340

---

[3]
# C5H12AsF6MnN2O4S2

A molecular structure, C5H12AsF6MnN2O4S2 (ωB97M-V/def2-TZVPD, the Open Molecules 2025 dataset).

The spin multiplicity is 6. The net charge is +1. The calculation puts the calculated total energy at -5390.37673 Ha. Its HOMO energy (alpha / beta) is -14.2348 / -14.2202 eV. The frontier orbital gap (alpha / beta) comes out at 7.86 / 6.25 eV. The LUMO energy (alpha / beta) is -0.23413 / -0.29273 Eh.

Each line ends with the Mulliken spin population.
Element x y z (Å)
Mn  -0.2490  1.3118  -1.5394  4.011
O  0.2479  -2.1285  -1.7327  -0.001
S  -0.0855  -1.0098  -2.5499  0.009
O  -0.2854  -1.1778  -3.9359  -0.001
O  -1.2572  -0.1959  -1.8884  -0.045
O  0.9581  0.1622  -2.2739  -0.071
C  -1.2868  -1.9838  1.1308  0.000
N  -0.5220  -0.7594  1.4260  0.011
C  -1.3222  0.2976  2.0562  0.028
C  0.7069  -0.5182  1.0047  -0.057
S  1.1247  1.2075  0.7569  0.995
N  1.6448  -1.4007  0.7552  0.032
C  2.8464  -1.0565  -0.0030  0.044
C  1.5592  -2.8164  1.1308  -0.002
H  -2.2640  -1.6632  0.7721  -0.001
H  -1.4148  -2.5853  2.0293  0.001
H  -0.8119  -2.5476  0.3379  0.000
H  -1.8250  -0.1263  2.9243  0.007
H  -2.0664  0.6833  1.3601  -0.007
H  -0.6892  1.1127  2.4124  -0.008
H  2.7941  -1.5114  -0.9915  -0.002
H  3.7207  -1.4156  0.5356  -0.001
H  2.9381  0.0236  -0.1378  -0.007
H  0.8958  -2.9446  1.9790  0.000
H  2.5597  -3.1282  1.4231  0.002
H  1.2281  -3.4162  0.2845  0.001
F  -1.6274  2.2657  -0.5377  0.007
As  -1.3631  4.1129  -1.0204  0.002
F  -0.0045  3.9595  0.0282  0.005
F  -2.3743  4.5787  0.2397  0.000
F  -0.2652  3.2103  -2.2351  0.045
F  -2.6178  3.8567  -2.1204  0.002
F  -0.8925  5.6030  -1.6212  0.000

---

[4]
# C5H12BiN4O2S

A molecular structure, C5H12BiN4O2S (ωB97M-V/def2-TZVPD, the Open Molecules 2025 dataset).

The spin multiplicity is 1. The net charge is +1. The calculation puts the calculated total energy at -1179.57394 Ha. Its HOMO energy is -11.6203 eV. The frontier orbital gap comes out at 7.61 eV. The LUMO energy is -0.14731 Eh.

Each line ends with the natural charge from an NBO analysis.
Element x y z (Å)
Bi  0.0000  0.0000  0.0000  1.273
C  3.2272  -1.3892  1.8694  -0.689
C  2.2650  -0.3770  1.3262  0.242
N  2.1569  0.0000  0.0916  -0.258
O  3.0792  -0.6603  -0.7304  -0.511
C  1.3447  0.2794  2.3065  0.198
C  1.9874  1.1344  3.3633  -0.672
N  0.0916  0.0000  2.1464  -0.203
O  -0.7481  0.5420  3.0842  -0.598
H  3.2271  -2.2844  1.2417  0.267
H  2.9469  -1.6821  2.8849  0.248
H  4.2319  -0.9583  1.8874  0.267
H  2.7634  -0.3973  -1.6140  0.489
H  3.0292  1.3434  3.1035  0.235
H  1.9637  0.6093  4.3223  0.268
H  1.4649  2.0906  3.4541  0.257
N  -2.6122  2.6575  -0.3079  -0.740
C  -1.5617  2.6258  0.5330  0.317
N  -1.8789  2.6576  1.8406  -0.703
S  0.0000  2.5533  0.0000  -0.108
H  -3.5680  2.7019  0.0102  0.418
H  -2.4412  2.6362  -1.3057  0.427
H  -2.8297  2.7020  2.1733  0.418
H  -1.1335  2.6364  2.5257  0.446
H  -1.8659  0.0000  0.0000  -0.289

---

[5]
# C5H12Br3NSi

C5H12Br3NSi in the gas phase (ωB97M-V/def2-TZVPD, the Open Molecules 2025 dataset).

The spin multiplicity is 1. The calculation puts the calculated total energy at -8264.09363 Ha. Its HOMO energy is -8.9028 eV. The frontier orbital gap comes out at 9.40 eV. The SMILES is CN(C(C)(C)C)[Si](Br)(Br)Br. The LUMO energy is 0.01809 Eh.

Each line ends with the natural charge from an NBO analysis.
Element x y z (Å)
C  -0.4483  0.0476  -1.9919  -0.605
C  1.4253  1.0993  -0.4864  -0.610
C  1.1008  -1.4484  -0.4591  -0.617
C  -0.5896  -1.1288  1.7426  -0.416
C  0.4398  -0.1238  -0.6624  0.173
N  -0.5208  -0.0663  0.4782  -0.991
Si  -1.2982  1.3649  1.0120  1.357
Br  -3.2626  0.7544  1.7141  -0.280
Br  -1.5798  3.0034  -0.3607  -0.244
Br  -0.2687  2.2351  2.8053  -0.311
H  -1.5417  -0.2934  -1.7704  0.216
H  -0.4500  0.9386  -2.4367  0.207
H  -0.0669  -0.6539  -2.6168  0.204
H  2.1255  0.6096  0.1357  0.210
H  0.9102  1.9634  -0.1237  0.212
H  1.8465  1.2598  -1.4550  0.209
H  1.4923  -1.5506  0.4730  0.208
H  0.5049  -2.2399  -0.6533  0.216
H  1.9592  -1.6530  -1.1918  0.210
H  -1.0450  -2.0531  1.2576  0.214
H  0.5020  -1.2038  2.0349  0.207
H  -1.2349  -0.8612  2.5548  0.230

---

[6]
# C5H12ClN2

A gas-phase ion, C5H12ClN2 (charge +1) (ωB97M-V/def2-TZVPD, the Open Molecules 2025 dataset).

The spin multiplicity is 1. The net charge is +1. The calculation puts the calculated total energy at -767.09488 Ha. Its HOMO energy is -13.9205 eV. The frontier orbital gap comes out at 10.17 eV. The SMILES is C/C(N(C)C)=[N+](/C)Cl. The LUMO energy is -0.13771 Eh.

Each line ends with the natural charge from an NBO analysis.
Element x y z (Å)
C  -0.4622  0.4644  0.0548  0.577
C  -0.8469  1.9257  0.0174  -0.689
C  1.8060  1.0647  -0.2799  -0.421
C  1.2864  -1.2017  0.6542  -0.424
C  -1.4139  -1.7199  -0.5072  -0.425
N  0.8135  0.0346  0.1285  -0.334
N  -1.4864  -0.4181  0.1464  -0.378
Cl  -3.1296  0.1818  0.4185  0.208
H  -1.5800  1.8913  0.8402  0.269
H  -0.0491  2.5978  0.2944  0.255
H  -1.3347  2.2261  -0.9181  0.273
H  2.0689  1.5763  0.5714  0.225
H  2.6295  0.3991  -0.3877  0.222
H  1.6838  1.5297  -1.2693  0.248
H  1.5777  -1.8779  -0.1144  0.222
H  2.2034  -1.0321  1.1710  0.241
H  0.4622  -1.6429  1.2209  0.233
H  -0.4124  -2.1415  -0.3235  0.227
H  -1.5140  -1.5588  -1.5650  0.217
H  -2.3021  -2.2985  -0.1529  0.254

---

[7]
# C5H12DyO3

A molecular structure, C5H12DyO3 (ωB97M-V/def2-TZVPD, the Open Molecules 2025 dataset).

The spin multiplicity is 7. The net charge is +2. The calculation puts the calculated total energy at -1307.75256 Ha. Its HOMO energy (alpha / beta) is -15.6721 / -16.0033 eV. The frontier orbital gap (alpha / beta) comes out at 6.03 / 6.37 eV. The LUMO energy (alpha / beta) is -0.35418 / -0.35419 Eh.

Each line ends with the Mulliken spin population.
Element x y z (Å)
C  -2.3100  0.3168  0.3021  0.001
H  -1.6204  0.7877  -0.4034  0.000
H  -2.1503  -0.7643  0.3072  0.001
H  -2.2675  0.7153  1.3198  0.000
O  -3.6465  0.5134  -0.2434  -0.006
C  -4.4278  1.3733  0.2383  0.001
H  -4.3824  1.5731  1.3186  0.000
H  -4.9701  1.9977  -0.4797  0.000
O  -6.8588  -2.3798  -2.0209  0.060
C  -6.8497  -1.0178  -1.9591  0.003
C  -7.3118  -0.4957  -0.4595  -0.018
O  -6.9067  -1.4075  0.5618  -0.045
C  -7.5406  -1.2092  1.8156  -0.008
Dy  -6.2719  -3.5902  -0.3382  5.992
H  -7.5276  -0.5309  -2.6865  -0.002
H  -5.8377  -0.5969  -2.1315  0.009
H  -8.4076  -0.6174  -0.5322  0.009
H  -7.2566  0.5510  -0.1282  0.003
H  -7.1065  -1.9129  2.5332  0.000
H  -7.3662  -0.1848  2.1728  0.003
H  -8.6255  -1.3672  1.7235  -0.001

---

[8]
# C5H12F3N4O7PSV

A molecular structure, C5H12F3N4O7PSV (ωB97M-V/def2-TZVPD, the Open Molecules 2025 dataset).

The spin multiplicity is 1. The net charge is +1. The calculation puts the calculated total energy at -2925.95315 Ha. Its HOMO energy is -11.0033 eV. The frontier orbital gap comes out at 1.60 eV. The LUMO energy is -0.34554 Eh.

Each line ends with the natural charge from an NBO analysis.
Element x y z (Å)
O  1.0791  -2.8906  -0.0744  -1.043
P  0.9607  -2.2569  -1.4042  1.616
N  2.5455  -1.7648  -2.0134  -0.868
C  2.6687  -1.5962  -3.3333  0.580
N  1.6476  -1.7368  -4.2303  -0.493
C  2.2714  -1.4703  -5.4131  0.285
N  3.5663  -1.2161  -5.2199  -0.321
N  3.8588  -1.2605  -3.9033  -0.361
H  0.5444  -3.2902  -2.2970  -0.059
H  -0.0024  -1.2205  -1.4733  -0.005
H  3.3529  -1.6086  -1.4177  0.455
H  1.8239  -1.4514  -6.4148  0.268
H  4.2269  -1.0179  -5.9673  0.463
H  4.7688  -1.1243  -3.4729  0.467
C  -1.6523  -0.9025  2.4035  -0.636
C  -0.8258  0.3122  2.0280  -0.065
O  0.5527  -0.0354  1.9408  -0.698
H  -1.3187  -1.3087  3.3596  0.222
H  -2.7105  -0.6459  2.4784  0.218
H  -1.5356  -1.6968  1.6601  0.198
H  -0.9278  1.0905  2.7801  0.211
H  -1.1495  0.7215  1.0615  0.151
H  0.6316  -0.7200  1.2657  0.457
C  -2.2076  3.5336  5.6666  0.707
F  -2.3594  4.4969  6.5810  -0.302
F  -1.1160  2.8352  6.0072  -0.308
F  -3.2559  2.7078  5.7863  -0.307
S  -2.0725  4.2249  3.9616  2.282
O  -0.9095  5.0840  3.9857  -0.759
O  -3.3090  4.9414  3.7365  -0.753
O  -1.9145  3.0722  3.0920  -0.779
O  -2.0411  -1.4640  -2.0738  -0.879
V  -2.4782  -1.2528  -3.7086  1.833
O  -2.7132  -1.0888  -5.3773  -0.776